No. 1
A molecular structure, CF3GaMgNO4S3 in a non-equilibrium geometry, computed with ωB97M-V with the def2-TZVPD basis set.

```
! wB97M-V def2-TZVPD RIJCOSX def2/J DEFGRID3
* xyz 1 1
Ga 0.696 0.333 -1.562
S -0.830 0.129 0.987
S 3.627 0.412 -0.674
S 2.602 2.404 -1.262
Mg 1.883 -1.307 1.032
F -3.257 -0.284 -0.012
F -1.772 -1.806 -0.444
F -2.690 -1.674 1.534
O 2.160 -0.395 -0.591
O -0.684 0.660 -0.446
O 1.648 1.827 -2.444
O -1.296 1.390 1.682
N 0.163 -0.707 1.707
C -2.250 -0.981 0.495
*
```

Output
gap between HOMO and LUMO (spin up / spin down): 6.1 / 6.1 eV
F_max: 0.134 Eh/bohr

Atomic partial charges in e from the natural (NBO) method, atoms 1 to 4: number 1, Ga, carries 1.99; number 2, S, carries 2.09; number 3, S, carries 0.34; number 4, S, carries 0.56



No. 2
2 unconnected molecules or ions with the total composition C3H4O3 in a non-equilibrium geometry, computed with ωB97M-V with the def2-TZVPD basis set.

```
! wB97M-V def2-TZVPD RIJCOSX def2/J DEFGRID3
* xyz 0 1
O -1.900 0.102 -0.425
O 2.321 -0.402 0.691
O -0.081 -1.365 -1.061
C -1.047 0.886 -0.092
C 0.392 0.607 -0.108
C 1.110 -0.402 0.706
H 0.486 -1.125 1.235
H -1.328 1.893 0.254
H 1.039 1.503 -0.278
H -1.011 -1.683 -0.917
*
```

Output
gap between HOMO and LUMO (spin up / spin down): 8.4 / 8.1 eV
F_max: 0.023 Eh/bohr

Atomic partial charges in e from the natural (NBO) method, atoms 1 to 4: number 1, O, carries -0.49; number 2, O, carries -0.49; number 3, O, carries -0.57; number 4, C, carries 0.35



No. 3
10 unconnected molecules or ions with the total composition C31H80N8O10 in a non-equilibrium geometry, computed with ωB97M-V with the def2-TZVPD basis set.

```
! wB97M-V def2-TZVPD RIJCOSX def2/J DEFGRID3
* xyz 0 1
O -3.496 -4.542 1.621
O 4.782 -3.512 4.574
O 0.230 -8.354 2.670
O 5.225 4.357 0.226
O -1.326 -1.589 -1.083
O 0.949 5.566 -2.328
O 3.797 -5.708 -3.265
O -2.734 -1.401 4.479
O 6.662 0.996 -4.361
O -2.945 3.095 -0.502
N -3.783 4.255 -0.270
N -3.743 -2.293 1.507
N -4.526 -3.632 -0.190
N -0.673 5.325 -0.749
N 5.499 -5.577 -4.777
N 3.939 -3.879 -4.585
N -0.149 -1.178 -0.425
N -0.936 4.349 -2.780
C -1.093 -7.857 2.395
C 4.498 -0.063 -3.935
C 0.992 -2.069 -0.673
C -6.183 5.694 0.529
C -4.083 4.349 1.189
C 5.982 -0.099 -3.721
C -1.124 -7.217 1.017
C -4.657 3.066 1.770
C -4.942 5.608 1.439
C -3.900 -3.554 1.012
C 1.147 0.555 0.703
C 4.859 -2.211 3.965
C -0.174 5.159 -2.024
C -2.761 4.756 1.919
C 4.368 -5.117 -4.179
C -0.733 -2.582 4.746
C 5.475 -2.368 2.597
C -4.903 4.290 -1.272
C 0.626 -3.491 -0.234
C -0.068 0.233 -0.154
C -5.819 3.052 -1.329
C 5.427 2.011 0.730
C 1.449 -2.018 -2.129
C -5.738 5.525 -0.935
C -4.287 4.478 -2.645
C -1.279 0.669 0.704
C -1.335 -1.244 4.211
C 5.237 3.052 -0.368
C -0.119 1.116 -1.424
C 2.186 -1.619 0.211
C 2.408 -0.085 0.234
H 5.776 -6.495 -4.481
H -1.758 -2.081 -0.371
H 3.864 -1.763 3.888
H 5.320 -1.423 4.574
H 4.307 2.848 -0.905
H -1.618 4.992 -0.632
H -0.168 5.748 0.000
H 3.974 -0.576 -3.125
H -3.527 -2.239 2.491
H 2.222 -2.725 -2.437
H -1.205 -7.052 3.126
H 6.191 2.302 1.443
H -1.339 -3.354 4.282
H -1.849 -8.636 2.498
H 4.195 0.976 -3.750
H -4.356 6.509 1.242
H 4.814 -2.797 1.840
H -2.941 4.872 2.986
H 2.646 0.198 -0.800
H -2.831 -1.673 5.394
H 4.731 4.911 -0.388
H -1.141 -7.844 0.119
H 0.511 -2.292 -2.631
H -1.975 4.044 1.660
H -6.400 3.041 -0.408
H 5.691 -3.825 4.583
H -5.298 2.115 -1.527
H 6.369 -1.099 -3.953
H -2.182 -6.913 0.952
H -5.156 5.672 2.507
H -6.571 3.168 -2.110
H -2.343 5.705 1.579
H 5.836 -1.397 2.243
H -3.541 3.727 -2.893
H 6.065 3.037 -1.084
H -6.698 5.370 -1.435
H -0.468 -6.377 0.813
H 4.409 -3.254 -5.209
H -6.785 4.835 0.849
H -1.246 0.192 1.688
H 1.320 1.637 0.722
H -0.945 0.823 -2.073
H 6.227 0.042 -2.663
H 1.347 -4.229 -0.588
H -4.005 -1.477 0.990
H -0.956 -0.382 4.763
H -3.936 2.254 1.877
H 2.964 -3.758 -4.367
H -1.251 1.740 0.891
H 1.791 -1.074 -2.555
H 0.339 -2.629 4.541
H -5.142 3.284 2.723
H -1.045 -1.223 3.164
H 0.790 0.973 -2.015
H 0.528 -8.050 3.526
H -1.764 3.909 -2.431
H -0.798 -2.557 5.836
H -3.747 5.428 -2.701
H -5.028 4.529 -3.443
H 4.460 1.936 1.238
H -5.457 2.635 1.168
H -5.255 6.470 -1.181
H 4.027 -0.304 -4.887
H 0.920 0.251 1.729
H 5.513 1.020 0.280
H -0.666 4.406 -3.749
H 0.445 -3.554 0.837
H -3.604 2.407 -0.317
H 3.124 -2.025 -0.169
H 3.326 0.151 0.768
H -4.622 -4.476 -0.718
H 2.001 -1.958 1.233
H -0.203 2.164 -1.139
H -4.912 -2.780 -0.550
H 7.509 0.635 -4.640
H -2.211 0.333 0.244
H -6.798 6.585 0.625
H -0.283 -3.828 -0.744
H 6.312 -3.067 2.505
H 5.935 -4.983 -5.452
*
```

Output
gap between HOMO and LUMO: 8.1 eV
structure (SMILES): CC1(C)CCCC(C)(C)N1O.CC1(C)CCCC(C)(C)N1O.NC(N)=O.NC(N)=O.NC(N)=O.CCO.CCO.CCO.CCO.CCO
F_max: 0.062 Eh/bohr

Atomic partial charges in e from the Löwdin method, atoms 1 to 4: number 1, O, carries 0.01; number 2, O, carries -0.08; number 3, O, carries -0.10; number 4, O, carries -0.08



No. 4
A single C3H6FN molecule in a non-equilibrium geometry, computed with ωB97M-V with the def2-TZVPD basis set.

```
! wB97M-V def2-TZVPD RIJCOSX def2/J DEFGRID3
* xyz 0 1
F 1.117 -1.555 0.173
N 1.690 0.802 0.042
C -0.779 0.123 0.021
C -1.750 -0.758 -0.080
C 0.769 -0.200 -0.363
H -2.772 -0.619 0.015
H -1.037 1.146 0.403
H 2.608 0.429 -0.104
H 0.737 -0.214 -1.565
H -1.733 -1.746 -0.586
H 1.724 0.919 1.123
*
```

Output
gap between HOMO and LUMO: 11.4 eV
structure (SMILES): C=C[C@@H](N)F
F_max: 0.057 Eh/bohr

Atomic partial charges in e from the natural (NBO) method, atoms 1 to 4: number 1, F, carries -0.41; number 2, N, carries -0.82; number 3, C, carries -0.23; number 4, C, carries -0.37



No. 5
2 unconnected molecules or ions with the total composition C19H20N in a non-equilibrium geometry, computed with ωB97M-V with the def2-TZVPD basis set.

```
! wB97M-V def2-TZVPD RIJCOSX def2/J DEFGRID3
* xyz 1 1
N 1.059 0.156 -0.099
C 2.889 -0.072 -1.629
C 3.510 -2.114 -2.814
C 0.025 -3.894 -0.676
C -0.398 -1.742 0.347
C 0.738 -1.163 -0.294
C 2.121 0.650 -0.723
C 0.686 2.535 0.854
C 0.064 1.318 2.958
C -1.568 1.484 1.010
C -4.246 1.795 0.153
C 2.622 -1.408 -1.848
C 1.121 -3.369 -1.333
C 1.516 -2.019 -1.164
C -2.652 1.046 1.820
C -3.190 2.255 -0.652
C -0.749 -3.073 0.161
C -0.239 1.587 1.511
C -1.877 2.076 -0.249
C -3.960 1.257 1.408
H -0.994 -1.103 0.982
H 0.630 2.550 -0.252
H 4.560 -2.070 -2.476
H -0.083 2.264 3.514
H 3.474 -1.625 -3.804
H 1.124 1.001 3.044
H 1.673 -4.026 -2.004
H 3.191 -3.158 -2.907
H 3.695 0.458 -2.134
H -5.269 1.944 -0.175
H -2.441 0.602 2.790
H -0.256 -4.937 -0.809
H -4.765 0.986 2.085
H 2.446 1.679 -0.562
H -1.630 -3.508 0.646
H -0.577 0.568 3.450
H 0.468 3.572 1.205
H -1.060 2.439 -0.896
H 1.711 2.294 1.163
H -3.365 2.768 -1.603
*
```

Output
gap between HOMO and LUMO: 6.5 eV
F_max: 0.024 Eh/bohr

Atomic partial charges in e from the natural (NBO) method, atoms 1 to 4: number 1, N, carries -0.48; number 2, C, carries -0.27; number 3, C, carries -0.65; number 4, C, carries -0.20



No. 6
A single C6H13PS molecule in a non-equilibrium geometry, computed with ωB97M-V with the def2-TZVPD basis set.

```
! wB97M-V def2-TZVPD RIJCOSX def2/J DEFGRID3
* xyz 0 1
S -0.607 -2.230 -0.738
P -0.166 -0.295 -0.007
C -0.177 1.074 -1.293
C -1.037 0.403 1.352
C -1.281 1.072 -2.321
C 1.566 -0.376 0.786
C 2.393 -1.520 0.356
C -2.004 -0.113 2.167
H 1.909 0.652 0.524
H -2.075 1.808 -2.086
H 0.786 1.018 -1.699
H -1.652 0.036 -2.454
H -0.789 1.550 -3.272
H 2.581 -1.628 -0.763
H -2.282 0.536 2.913
H 3.223 -1.667 1.017
H -0.181 2.027 -0.707
H 1.384 -0.427 1.822
H -2.550 -1.009 2.198
H 1.818 -2.365 0.667
H -0.859 1.453 1.536
*
```

Output
gap between HOMO and LUMO: 8.7 eV
structure (SMILES): C=CP(=S)(CC)CC
F_max: 0.067 Eh/bohr

Atomic partial charges in e from the natural (NBO) method, atoms 1 to 4: number 1, S, carries -0.64; number 2, P, carries 1.27; number 3, C, carries -0.70; number 4, C, carries -0.61



No. 7
24 unconnected molecules or ions with the total composition C11H70NO23 in a non-equilibrium geometry, computed with ωB97M-V with the def2-TZVPD basis set.

```
! wB97M-V def2-TZVPD RIJCOSX def2/J DEFGRID3
* xyz 1 1
O -3.577 3.760 31.587
O -5.999 -2.293 35.194
O -1.561 1.577 30.849
O -2.992 -2.920 25.552
O 0.950 1.234 29.758
O -8.333 2.306 30.445
O -1.958 -0.956 23.894
O -8.415 -3.513 22.211
O -5.323 -0.607 20.491
O -3.507 5.155 29.280
O -6.250 5.533 27.001
O -8.847 -0.803 27.451
O -5.992 2.410 32.080
O -1.461 1.871 24.323
O -4.089 -3.979 30.262
O -1.723 -0.978 31.799
O -4.424 -4.391 27.495
O -8.194 -1.163 34.070
O -5.758 0.958 34.367
O -10.420 -0.532 32.221
O -2.000 5.336 26.448
O -7.197 -3.892 26.959
O -3.312 4.146 24.230
N -4.388 0.694 28.142
C -5.086 0.498 29.445
C -4.795 0.546 25.662
C -2.436 2.194 27.523
C -3.948 2.133 28.051
C -6.372 -0.968 31.190
C -6.257 -0.989 24.200
C -5.724 0.453 24.408
C -1.855 0.685 27.503
C -3.120 -0.109 28.025
C -5.763 -0.848 29.712
C -5.409 0.492 27.042
H -2.640 4.589 24.820
H -3.513 4.640 30.022
H -2.283 2.758 26.688
H -4.188 -0.391 25.564
H -4.761 -4.427 30.810
H -5.363 0.625 23.423
H -3.989 1.335 25.624
H -7.316 -1.655 34.339
H -5.904 1.213 33.535
H -7.073 -0.965 23.589
H -2.731 3.414 24.306
H -5.477 -1.385 21.039
H -8.673 3.117 30.046
H -5.413 -1.736 34.955
H -6.663 1.207 24.756
H -0.584 1.956 24.880
H -5.843 -0.222 21.192
H -4.251 5.560 29.536
H -2.892 3.132 31.412
H -1.563 0.663 31.079
H -2.719 -0.444 28.992
H -2.305 -1.206 23.148
H -6.528 6.393 27.306
H -6.237 1.200 27.378
H -5.594 5.236 27.624
H -4.817 1.076 34.531
H -1.298 5.258 27.066
H 1.858 1.394 29.916
H -9.077 -4.138 21.898
H -0.913 0.499 27.655
H -7.167 -0.219 31.186
H -3.747 -3.904 26.812
H -4.307 -4.178 29.332
H -4.578 2.820 27.541
H -6.797 -1.448 25.135
H -0.838 1.758 30.368
H -7.333 -3.628 27.969
H -4.921 -1.628 29.435
H -4.121 2.500 28.928
H -4.364 0.810 30.192
H -8.234 -0.229 34.416
H -9.076 -0.149 26.818
H -4.288 3.312 32.061
H -7.853 -4.531 26.844
H -1.873 -1.830 31.358
H -6.661 -0.982 29.116
H -9.259 -0.446 28.286
H 0.889 0.341 29.389
H -6.107 -1.919 35.946
H -5.846 -0.502 27.190
H -3.341 -3.479 24.779
H -6.948 -1.928 31.333
H -5.828 1.311 29.639
H -5.717 -0.989 32.127
H -6.729 2.270 31.550
H -9.657 -0.072 32.782
H -8.911 -2.712 22.238
H -5.264 -1.445 23.779
H -1.687 0.510 26.338
H -1.908 2.944 28.191
H -1.752 0.938 24.246
H -2.673 5.579 26.972
H -8.872 1.709 29.826
H -5.097 -4.675 26.871
H -1.109 -0.923 24.007
H -1.955 -1.290 32.656
H -6.290 3.218 32.599
H -3.382 -1.088 27.480
H -10.071 -1.373 32.478
H -2.753 -2.133 24.951
*
```

Output
gap between HOMO and LUMO: 9.7 eV
F_max: 0.211 Eh/bohr

Atomic partial charges in e from the Löwdin method, atoms 1 to 4: number 1, O, carries -0.03; number 2, O, carries 0.13; number 3, O, carries 0.01; number 4, O, carries -0.12



No. 8
2 unconnected molecules or ions with the total composition C4H12N2S in a non-equilibrium geometry, computed with ωB97M-V with the def2-TZVPD basis set.

```
! wB97M-V def2-TZVPD RIJCOSX def2/J DEFGRID3
* xyz 0 1
S -2.179 0.597 0.131
N 1.393 1.349 2.323
N 0.933 0.181 0.186
C 1.200 0.114 1.615
C 0.482 -1.040 -0.523
C -0.245 -0.588 -1.783
C -1.523 0.298 -1.554
H 0.505 1.666 2.686
H -0.205 -1.597 0.128
H 0.124 0.787 0.154
H 2.066 -0.548 1.776
H -0.467 -1.409 -2.474
H 0.397 -0.422 2.151
H 1.380 -1.648 -0.682
H -2.370 -0.036 -2.143
H -2.353 -1.288 0.308
H 0.471 0.119 -2.225
H 1.785 2.129 1.813
H -1.394 1.334 -1.887
*
```

Output
gap between HOMO and LUMO: 8.0 eV
F_max: 0.094 Eh/bohr

Atomic partial charges in e from the natural (NBO) method, atoms 1 to 4: number 1, S, carries -0.04; number 2, N, carries -0.84; number 3, N, carries -0.65; number 4, C, carries -0.04



No. 9
2 unconnected molecules or ions with the total composition C7H10N2O3S in a non-equilibrium geometry, computed with ωB97M-V with the def2-TZVPD basis set.

```
! wB97M-V def2-TZVPD RIJCOSX def2/J DEFGRID3
* xyz 0 1
S 3.195 -0.835 1.178
O -4.087 2.186 2.041
O 1.791 -0.476 0.824
O -3.452 3.960 0.820
N -1.829 -0.014 -2.077
N -2.946 0.649 -2.230
C -3.596 1.488 -1.372
C -2.964 1.749 -0.045
C -1.676 1.038 0.220
C -1.185 0.174 -0.907
C 3.189 -2.551 1.728
C 4.080 -1.133 -0.364
C -3.575 2.695 1.041
H 2.695 -3.178 0.985
H -3.418 0.515 -3.134
H -4.549 1.986 -1.657
H 5.077 -1.515 -0.143
H -0.204 -0.354 -0.750
H 3.529 -1.850 -0.976
H -1.099 1.149 1.164
H 2.645 -2.607 2.670
H 4.165 -0.189 -0.900
H 4.215 -2.887 1.882
*
```

Output
gap between HOMO and LUMO: 6.8 eV
F_max: 0.082 Eh/bohr

Atomic partial charges in e from the natural (NBO) method, atoms 1 to 4: number 1, S, carries 1.26; number 2, O, carries -0.67; number 3, O, carries -1.01; number 4, O, carries -0.71



No. 10
A gas-phase ion, C5H6N (charge +1) in a non-equilibrium geometry, computed with ωB97M-V with the def2-TZVPD basis set.

```
! wB97M-V def2-TZVPD RIJCOSX def2/J DEFGRID3
* xyz 1 1
N -2.039 0.884 2.567
C -1.872 1.034 1.419
C -1.551 0.635 -0.044
C 0.769 -0.253 -0.223
C -0.447 -0.244 0.256
C 2.066 -0.507 -0.692
H -0.415 -1.032 0.957
H -1.430 1.312 -1.037
H 2.626 0.390 -0.875
H -2.293 0.088 -0.516
H 1.942 -1.062 -1.683
H 2.645 -1.246 -0.128
*
```

Output
gap between HOMO and LUMO: 8.7 eV
F_max: 0.113 Eh/bohr

Atomic partial charges in e from the natural (NBO) method, atoms 1 to 4: number 1, N, carries -0.21; number 2, C, carries 0.24; number 3, C, carries -0.51; number 4, C, carries 0.63



No. 11
A single C3H6N2O2 molecule, computed with ωB97M-V with the def2-TZVPD basis set.

```
! wB97M-V def2-TZVPD RIJCOSX def2/J DEFGRID3
* xyz 0 1
O -0.214 0.978 -0.531
O 0.796 -0.322 1.424
N 1.972 0.720 -1.141
N -2.087 -0.156 -0.236
C 0.073 -1.116 0.634
C -0.777 -0.107 -0.115
C 1.192 1.112 -0.241
H 0.622 -1.720 -0.130
H -2.614 0.640 -0.570
H -0.636 -1.822 1.129
H -2.582 -0.973 0.085
H 1.331 1.782 0.598
H 2.926 0.984 -0.905
*
```

Output
gap between HOMO and LUMO: 8.5 eV
F_max: 0.010 Eh/bohr

Atomic partial charges in e from the natural (NBO) method, atoms 1 to 4: number 1, O, carries -0.47; number 2, O, carries -0.81; number 3, N, carries -0.69; number 4, N, carries -0.74



No. 12
2 unconnected molecules or ions with the total composition C2H3NS4 in a non-equilibrium geometry, computed with ωB97M-V with the def2-TZVPD basis set.

```
! wB97M-V def2-TZVPD RIJCOSX def2/J DEFGRID3
* xyz 0 1
S 1.247 -1.697 -3.136
S 0.256 -0.702 0.945
S -1.783 -0.722 1.561
S 1.798 1.786 1.233
N -1.946 0.885 1.757
C 0.401 0.919 1.316
C -0.857 1.557 1.663
H 0.014 -1.966 -3.533
H 1.705 -2.775 -3.574
H -0.836 2.715 1.768
*
```

Output
gap between HOMO and LUMO (spin up / spin down): 7.5 / 7.5 eV
structure (SMILES): S=c1cnss1.S
F_max: 0.060 Eh/bohr

Atomic partial charges in e from the natural (NBO) method, atoms 1 to 4: number 1, S, carries -0.26; number 2, S, carries 0.31; number 3, S, carries 0.43; number 4, S, carries -0.03